Version a
Computed, not measured: C5H14N2S as an isolated structure, with the ωB97M-V functional and the def2-TZVPD basis.

Each line ends with the natural charge from an NBO analysis.
Positions of all 22 atoms, in Å:
N -0.97546 -2.29367 -0.98290  -0.8213
C -0.87258 -1.04651 -0.31548  -0.1211
C -0.71856 -1.06359 1.06051  0.0038
S -3.14500 0.87545 0.49573  -0.9571
C 0.72086 -0.63308 -0.20207  -0.2202
N 1.12779 0.59866 0.45447  -0.4366
C 0.28310 1.72440 0.05805  -0.4552
C 2.52025 0.83440 0.14283  -0.4119
H -1.09543 -2.15202 -1.97948  0.3810
H -1.79684 -2.78963 -0.65543  0.3923
H -1.45782 -0.21911 -0.71354  0.3073
H -0.46636 -1.99585 1.55320  0.2225
H -1.09676 -0.24389 1.67414  0.2950
H -4.22572 1.66788 0.48256  0.1349
H 0.95544 -0.55770 -1.27826  0.2369
H 1.34868 -1.45388 0.14787  0.2365
H 0.58726 2.60891 0.61596  0.2122
H -0.74636 1.48863 0.28955  0.2541
H 0.37097 1.93996 -1.02108  0.1637
H 3.14150 0.00095 0.46182  0.1993
H 2.85996 1.73634 0.64892  0.2178
H 2.68108 0.97336 -0.93738  0.1661

The value obtained for the HOMO-LUMO gap is 5.49 eV. Its HOMO energy is -0.2536 Eh.


Version b
Computed, not measured: a single C5H14N2S molecule, with the ωB97M-V functional and the def2-TZVPD basis.

Each line ends with the natural charge from an NBO analysis.
Positions of all 22 atoms, in Å:
C 1.86009 2.48295 -1.19757  -0.3910
N 0.62364 1.67610 -1.54594  -0.6511
C -0.37973 1.91447 -0.50308  -0.2318
C -1.08542 0.69188 0.12298  -0.0395
N -2.07860 1.07345 1.12281  -0.8500
C -0.00718 -0.30770 0.76341  -0.4493
C 0.20624 -1.46332 -0.20116  -0.4685
S 0.41308 -3.10516 0.65482  -0.0948
H 2.37473 2.51442 -2.19848  0.2023
H 1.53880 3.37653 -0.92960  0.1825
H 2.48351 2.02304 -0.31626  0.1651
H 0.86811 0.75881 -1.81556  0.3643
H -1.22733 2.51299 -0.96115  0.1768
H -0.10382 2.66610 0.39656  0.1722
H -1.64771 0.23211 -0.69969  0.1789
H -1.61113 1.54878 1.81711  0.3568
H -2.93378 1.49634 0.71503  0.3770
H 0.87615 0.10977 1.00573  0.2131
H -0.69499 -0.70084 1.43029  0.2328
H -0.66174 -1.41543 -0.78461  0.2045
H 1.16586 -1.37852 -0.78645  0.2196
H -0.41527 -3.21801 1.70439  0.1303

The value obtained for the HOMO-LUMO gap is 9.62 eV. Its HOMO energy is -0.3165 Eh. As for the SMILES: CNC[C@H](N)CCS.


Which of them is most stable? Easy: version b.


Version a
Computed, not measured: a 2-piece molecular cluster, C13H19N overall, with the ωB97M-V functional and the def2-TZVPD basis.

Each line ends with the natural charge from an NBO analysis.
Positions of all 33 atoms, in Å:
C -0.20885 -3.27680 0.31620  -0.6106
C 0.50347 -2.47493 1.41783  -0.4184
C 1.11918 -1.21752 0.86381  -0.0725
C 1.66976 -1.07176 -0.36144  -0.0372
N 2.34655 0.10873 -0.49660  -0.5380
C 2.21205 0.79631 0.69556  0.1420
C 2.80269 1.97740 1.09890  -0.2409
C 2.46902 2.52239 2.32914  -0.2172
C 1.56054 1.84215 3.14300  -0.2359
C 1.16504 0.55521 2.81101  -0.1865
C 1.43433 0.00771 1.55983  -0.0934
H -0.57673 -2.69408 -0.52548  0.2076
H -0.98420 -3.98194 0.60705  0.2163
H 0.57121 -3.92693 -0.08593  0.2008
H -0.10300 -2.26771 2.29457  0.2123
H 1.35147 -3.09839 1.68186  0.2152
H 1.48039 -1.72906 -1.19715  0.2100
H 3.14363 0.17212 -1.10563  0.4072
H 3.54498 2.44079 0.46424  0.2099
H 2.94514 3.40228 2.74049  0.2140
H 1.19755 2.26299 4.07280  0.2107
H 0.44361 0.08873 3.48312  0.2051
C -3.75672 0.04198 -2.16808  -0.6116
C -2.99938 1.32515 -2.58274  -0.4009
C -1.48063 1.32524 -2.32154  -0.6172
H -4.78455 0.37403 -1.96338  0.2068
H -3.49762 -0.39950 -1.20645  0.2053
H -3.75471 -0.65061 -2.99380  0.2054
H -3.16354 1.40105 -3.65541  0.1946
H -3.44477 2.21756 -2.17175  0.1974
H -1.19031 0.37253 -1.88339  0.2046
H -0.88321 1.45776 -3.22847  0.2036
H -1.13236 2.09711 -1.63217  0.2117

The value obtained for the HOMO-LUMO gap is 8.71 eV. Its HOMO energy is -0.2875 Eh. As for the SMILES: CCc1c[nH]c2ccccc12.CCC.


Version b
Computed, not measured: a 2-piece molecular cluster, C13H19N overall, with the ωB97M-V functional and the def2-TZVPD basis.

Each line ends with the natural charge from an NBO analysis.
Positions of all 33 atoms, in Å:
C 1.71704 -0.18636 1.08574  0.2622
C 3.43480 0.00446 -1.13708  -0.4831
C 2.21958 0.35318 -1.42142  -0.0891
C -2.10836 0.09151 -0.91624  -0.4148
C -1.14899 1.28076 -1.00787  -0.3972
C -1.50816 0.85682 1.21812  -0.4149
C -1.75045 -0.44397 0.41803  -0.2038
C 0.57576 0.10653 0.30201  -0.0387
C -0.37266 1.33901 0.36338  -0.0760
C -0.40221 -1.15939 0.23460  -0.0614
C 0.09974 2.77894 0.65226  -0.6156
C -0.11643 -2.09522 -0.96908  -0.6099
C -0.11474 -2.22878 1.38589  -0.6089
N 2.63293 -0.40971 1.78874  -0.3758
H 4.24375 0.38319 -1.86459  0.2311
H 3.71450 -0.47021 -0.20299  0.2453
H 1.83554 0.81697 -2.28845  0.1828
H -3.18636 0.35073 -0.90122  0.2043
H -1.94961 -0.55198 -1.68821  0.2083
H -0.54039 1.18112 -1.90167  0.2190
H -1.77700 2.20688 -0.96684  0.2120
H -2.33383 1.53722 0.99952  0.2167
H -1.27651 0.58870 2.23745  0.2265
H -2.53166 -1.14546 0.89261  0.2193
H 0.54469 2.97170 1.70030  0.2230
H -0.85133 3.39648 0.59316  0.2111
H 0.87794 3.27659 0.08416  0.2310
H -0.60863 -3.23831 -0.75102  0.2168
H 0.91912 -2.45416 -0.93679  0.2243
H -0.20408 -1.62434 -1.92453  0.2107
H -0.95139 -2.92606 1.51885  0.2155
H 0.18014 -1.79350 2.32497  0.2174
H 0.73728 -2.79337 1.07819  0.2118

The value obtained for the HOMO-LUMO gap (spin up / spin down) is 8.91 / 8.91 eV. Its HOMO energy (spin up / spin down) is -0.3235 / -0.3235 Eh.


Which of them is most stable? Easy: version a.


Version a
Computed, not measured: a 2-piece molecular cluster, C11H17N4 overall, with the ωB97M-V functional and the def2-TZVPD basis.

Each line ends with the natural charge from an NBO analysis.
Positions of all 32 atoms, in Å:
C -4.77494 0.95517 -0.53107  -0.6361
C -1.06263 0.40950 -0.49253  0.1416
C -2.23414 0.87755 0.13143  -0.0905
C -3.31021 0.73487 -0.81280  -0.0589
C -2.77338 0.18160 -1.92393  -0.0320
C 0.17976 0.53570 0.12850  -0.2884
C 0.14930 0.85410 1.47677  -0.2212
C -1.01303 1.25210 2.15749  -0.2302
C -2.20433 1.30314 1.46057  -0.1702
N -1.41279 -0.04626 -1.73684  -0.5338
H 1.14404 0.57268 -0.35282  0.1898
H 1.07464 0.91758 2.03247  0.1930
H -0.73014 -0.07275 -2.47477  0.3949
H -0.90528 1.36324 3.22715  0.2222
H -3.18281 -0.00885 -2.90176  0.2177
H -3.09776 1.76050 1.87021  0.2233
H -5.30139 1.63323 -1.19180  0.2334
H -4.90023 1.23524 0.51148  0.2191
H -5.21797 -0.04902 -0.51809  0.2281
C 3.13392 -1.37333 1.73695  -0.4535
C 3.07535 -1.00726 -0.67862  0.6778
N 3.40536 -0.59264 0.53008  -0.5505
N 2.13250 -1.91122 -0.82609  -0.7548
N 3.54435 -0.35578 -1.74639  -0.7643
H 4.08716 0.13067 0.68435  0.4280
H 1.60426 -2.23507 -0.04252  0.4387
H 1.96355 -2.35130 -1.71382  0.4270
H 4.24016 0.36886 -1.68695  0.4273
H 3.11726 -0.46961 -2.64812  0.4216
H 3.70652 -2.29945 1.74085  0.2242
H 2.08576 -1.51688 2.01182  0.2330
H 3.47716 -0.79632 2.57881  0.2435

The value obtained for the HOMO-LUMO gap is 7.36 eV. Its charge is +1. Its HOMO energy is -0.3825 Eh.


Version b
Computed, not measured: a 2-piece molecular cluster, C11H17N4 overall, with the ωB97M-V functional and the def2-TZVPD basis.

Each line ends with the natural charge from an NBO analysis.
Positions of all 32 atoms, in Å:
C 4.55089 -1.30986 0.77966  -0.6484
C 0.88813 -0.46159 -0.00561  0.2752
C 2.16130 -0.44588 0.84231  -0.0989
C 3.22641 -1.03641 0.10069  -0.0642
C 2.80726 -1.32166 -1.17816  -0.0250
C -0.32841 -0.01495 0.43361  -0.3978
C -0.34919 0.43820 1.76925  -0.1920
C 0.79325 0.58641 2.61545  -0.2357
C 2.00758 0.14578 2.04366  -0.1701
N 1.38133 -0.92158 -1.26032  -0.5920
H -1.20859 -0.29554 -0.11732  0.1849
H -1.17898 0.79571 2.26822  0.1989
H 0.90735 -0.77989 -2.11997  0.3852
H 0.77355 1.10151 3.58320  0.2358
H 3.25064 -1.92550 -2.00229  0.2366
H 2.85830 0.16822 2.77125  0.2165
H 4.83833 -2.33763 1.07549  0.2382
H 4.66720 -0.72599 1.74451  0.2279
H 5.36515 -1.10244 0.04519  0.2327
C -3.14552 1.79758 0.40490  -0.4330
C -2.85318 0.30589 -1.53282  0.6806
N -3.59946 0.66261 -0.45113  -0.5396
N -1.86263 1.05710 -2.02061  -0.7401
N -3.16233 -0.83923 -2.14231  -0.8037
H -4.23600 -0.01195 -0.06469  0.4362
H -1.32987 1.60522 -1.37754  0.4285
H -1.34563 0.76667 -2.80291  0.4179
H -4.16510 -0.89284 -2.48367  0.4330
H -2.54193 -1.35372 -2.69790  0.4187
H -2.99987 2.75339 -0.11336  0.2247
H -2.21553 1.57800 0.69348  0.2135
H -3.95446 2.01440 1.19974  0.2554

The value obtained for the HOMO-LUMO gap is 7.58 eV. Its charge is +1. Its HOMO energy is -0.3935 Eh.


Version c
Computed, not measured: an isolated ion of composition C11H17N4 and charge +1, with the ωB97M-V functional and the def2-TZVPD basis.

Each line ends with the natural charge from an NBO analysis.
Positions of all 32 atoms, in Å:
C -2.79483 0.83676 -1.06483  -0.0926
C -1.60884 0.73081 -0.80079  -0.1733
C 0.65834 1.12486 -2.70473  0.1408
C 0.28082 -1.23640 -2.72860  0.3787
C -0.25197 0.26219 -3.29554  -0.4993
C 0.23189 -0.16313 3.57532  -0.4037
C 0.63274 1.11955 3.05512  -0.4296
C 0.44330 -1.27131 2.48813  -0.4250
C -0.02404 1.39971 1.74352  -0.2054
C -0.19623 -0.98225 1.20634  -0.2260
C -0.15063 0.68346 -0.63752  0.3763
N 0.81118 1.19515 -1.43693  -0.4365
N 0.09524 -1.62320 -1.55647  -0.4239
N 0.64150 -1.94398 -3.72740  -0.7695
N 0.31681 0.37164 0.74085  -0.3908
H -3.73923 1.01305 -1.58326  0.2714
H 1.48981 1.48982 -3.31812  0.2115
H -1.28142 0.29148 -3.02206  0.2709
H -0.13163 0.24786 -4.33143  0.2301
H 0.61842 -0.39768 4.53661  0.2420
H -0.77863 -0.06506 3.78912  0.2087
H 0.38871 1.89874 3.66155  0.2443
H 1.66982 1.32810 2.94062  0.2114
H 1.49666 -1.30836 2.24460  0.2014
H 0.10449 -2.29853 2.80949  0.2564
H -1.08621 1.32848 1.83164  0.2185
H 0.32960 2.41273 1.33708  0.2397
H -0.05095 -1.64848 0.37377  0.2960
H -1.26573 -0.81551 1.27631  0.2104
H 0.90823 -1.48948 -4.69287  0.4168
H 0.91368 -2.83896 -3.52210  0.4068
H 1.32909 0.34795 0.81259  0.4434

The value obtained for the HOMO-LUMO gap (spin up / spin down) is 7.76 / 8.15 eV. Its charge is +1. Its HOMO energy (spin up / spin down) is -0.4343 / -0.4643 Eh.


Which of them is most stable? Easy: version a.